No. 1
ORCA calculation (wB97M-V/def2-TZVPD) on a cluster of 2 separate species, C5H7NO4 in total in a non-equilibrium geometry.

Element x y z (Å)
O  -2.34887  0.81403  3.55530
O  -0.84019  2.07410  0.59380
O  -0.78967  -1.98149  1.32872
O  1.56674  0.92704  -0.61057
N  -1.05126  1.69736  1.87406
C  -0.17407  -1.02189  -0.79746
C  0.75110  -0.73408  -1.85682
C  0.17822  -1.46179  0.40434
C  -1.77886  1.10659  2.58256
C  1.55398  0.30595  -1.83369
H  1.16709  -1.67529  0.80772
H  -0.03410  1.47348  0.22729
H  -1.67440  -1.85948  0.93431
H  1.72463  1.90976  -0.72327
H  2.24567  0.73882  -2.55226
H  -1.19448  -1.05244  -1.05661
H  0.69849  -1.26069  -2.87744

Cartesian forces, eV/Å:
-0.9 -1.2 0.6
1.9 -1.8 -1.6
1.0 1.2 -1.3
0.6 3.2 0.6
2.4 1.0 -1.6
0.8 -1.0 0.9
0.4 -0.5 -3.9
-1.9 -1.6 1.5
-1.1 0.3 1.3
0.2 0.3 0.9
-0.2 0.5 -0.3
-2.3 1.4 1.2
0.5 -0.1 0.2
0.1 -1.6 0.1
-0.3 -0.5 -0.2
-1.3 0.0 -0.3
-0.1 0.5 1.8

Calculated values
E_HOMO	-8.95	eV
Kohn-Sham gap	9.29	eV
relative energy (zero: lowest compared OMol25 entry of this formula, charge and spin)	428.8	kJ/mol
SMILES	O/C=C\C=C\O.O=C=NO

=====

No. 2
ORCA calculation (wB97M-V/def2-TZVPD) on a structure of composition C18H43F2N6O9S2V in a non-equilibrium geometry.

Element x y z (Å)
V  19.92602  -9.30379  -10.17208
S  18.71451  -9.80111  -13.28566
S  17.09411  -9.16754  -11.76948
F  17.07078  -8.77336  -10.21756
F  20.20438  -10.47398  -13.22884
O  18.79583  -10.17004  -8.35987
O  19.44583  -7.82726  -9.62578
O  20.53924  -11.47815  -10.40180
O  19.15065  -8.63460  -13.99659
O  21.43708  -9.50881  -8.66546
O  21.70270  -8.64654  -11.63394
O  17.82617  -10.81255  -13.83102
O  16.07581  -10.26638  -11.69065
O  16.69373  -7.93383  -12.45036
N  21.19471  -13.54929  -11.14514
N  18.79077  -12.21155  -7.27651
N  15.60367  -9.05424  -7.06960
N  22.08149  -8.17069  -6.92755
N  23.74335  -9.19437  -12.57836
N  18.68921  -9.61286  -11.73649
C  14.72320  -9.26809  -8.21889
C  20.21940  -12.39256  -7.10248
C  14.17722  -10.66911  -8.35904
C  24.67711  -8.85497  -13.64981
C  23.27299  -7.47245  -6.29652
C  19.92004  -13.89746  -11.81492
C  21.33251  -12.38399  -10.47415
C  22.26888  -8.71043  -8.16978
C  22.57716  -8.48731  -12.54957
C  20.96756  -8.48268  -5.99860
C  18.25992  -11.13566  -7.84403
C  16.46652  -7.88638  -7.06262
C  15.70455  -6.58486  -6.90929
C  22.28412  -14.42481  -11.28330
C  15.53620  -9.16870  -4.69076
C  24.04983  -10.28012  -11.65936
C  18.01350  -13.37522  -6.82907
C  14.70961  -9.30040  -5.88425
H  15.08830  -9.83265  -3.95140
H  13.43961  -10.86200  -7.58005
H  14.98408  -11.39307  -8.24519
H  20.51197  -12.83364  -6.14961
H  16.96354  -13.09733  -6.73705
H  13.90852  -8.54741  -8.28988
H  23.03785  -13.84081  -11.81143
H  13.85823  -8.62676  -5.78689
H  23.17094  -8.31926  -8.66522
H  22.60437  -14.87921  -10.34572
H  17.18779  -11.31315  -8.02077
H  20.20801  -9.06850  -6.51628
H  19.09281  -13.22232  -11.59585
H  16.91978  -7.83928  -8.05278
H  24.00350  -7.23738  -7.07059
H  23.70924  -11.23482  -12.06019
H  22.97666  -6.51827  -5.86078
H  25.10201  -10.46151  -11.43998
H  16.35890  -5.71522  -6.84899
H  15.07628  -6.48036  -7.79386
H  15.11873  -6.45350  -5.99955
H  23.74401  -8.19498  -5.63006
H  17.26158  -8.07275  -6.34064
H  25.66916  -8.90489  -13.20098
H  18.35071  -13.62384  -5.82280
H  20.76799  -11.45206  -7.05112
H  15.41989  -9.07301  -9.03416
H  24.67749  -7.86173  -14.09880
H  18.36665  -14.15477  -7.50410
H  20.15843  -13.93734  -12.87778
H  22.33055  -12.22145  -10.03862
H  19.52698  -14.88898  -11.59020
H  16.57272  -9.49597  -4.77221
H  14.34327  -10.32025  -5.76681
H  21.86190  -15.15067  -11.97826
H  23.51559  -10.05204  -10.73705
H  20.46636  -7.60286  -5.59511
H  24.73229  -9.66697  -14.37486
H  21.40896  -9.13299  -5.24338
H  13.82927  -10.64495  -9.39173
H  15.49754  -8.18448  -4.22396
H  20.79578  -12.90592  -7.87211
H  22.56538  -7.74725  -13.36465

Cartesian forces, eV/Å:
0.1 2.6 1.5
5.8 -1.7 -4.3
-6.5 0.3 5.1
0.3 0.3 -0.8
-0.5 -1.2 -0.1
0.5 -0.4 0.8
1.1 -1.4 -0.6
-1.4 0.3 0.0
-1.8 -0.2 -0.2
2.6 1.0 0.8
2.4 0.5 -2.8
1.1 1.7 0.7
3.0 2.3 -1.1
1.6 -2.5 0.5
-2.9 1.8 1.6
1.7 -0.8 1.1
-2.8 -2.1 0.9
1.5 0.8 -0.2
-0.4 1.4 -0.9
-4.2 0.3 -1.3
2.2 0.8 -0.6
1.4 1.2 0.5
0.4 0.6 0.1
1.7 -1.4 0.7
-1.1 -0.8 -1.2
0.3 0.0 -0.4
1.0 -0.5 -0.8
-2.6 -0.4 1.3
-1.2 -1.4 3.3
0.5 -0.8 -1.1
-1.6 -0.3 -1.8
-0.7 -0.1 -0.3
0.2 0.8 0.3
0.2 -0.4 -1.1
0.4 0.1 3.1
-0.6 0.0 0.0
1.0 1.1 0.1
1.8 0.5 -0.8
0.1 0.0 0.5
-0.4 -0.2 -0.5
0.0 -0.1 -0.2
-0.6 -0.4 0.1
0.0 -0.5 -0.7
-0.3 0.3 0.1
0.7 -0.6 0.2
-0.3 0.2 -0.4
-0.2 -0.3 -0.1
0.2 0.0 -0.2
-0.2 0.4 0.5
0.1 0.1 -0.3
0.5 0.4 -0.1
0.4 -0.2 0.1
-0.1 -0.1 -0.1
-0.4 -0.1 -0.1
-0.1 -0.3 0.4
0.2 0.8 -0.2
0.3 0.0 -0.4
-0.2 0.2 0.2
-0.3 -0.6 0.0
-0.1 0.4 0.5
0.0 0.3 0.1
0.2 0.1 0.2
0.0 -0.1 0.1
-0.5 0.5 -0.3
-0.7 -0.1 -0.5
-1.0 -0.2 0.1
-1.1 -0.5 0.1
-0.4 0.4 -0.2
0.2 -0.4 0.1
0.5 -0.2 0.6
0.0 0.1 -0.4
-0.1 0.0 -1.3
0.9 -0.6 0.1
0.0 -0.3 0.0
0.5 0.1 0.0
-0.4 0.3 -0.5
-0.3 0.2 0.5
-0.5 -0.8 0.2
0.3 0.2 -0.2
-0.7 -0.5 -0.4
-0.6 0.0 0.3

Calculated values
E_HOMO (alpha / beta)	-5.75 / -7.58	eV
Kohn-Sham gap (alpha / beta)	5.76 / 7.58	eV
2S+1	3

=====

No. 3
ORCA calculation (wB97M-V/def2-TZVPD) on a structure of composition C17H22CeCl2O5 in a non-equilibrium geometry.

Element x y z (Å)
Ce  -0.50173  0.35879  -0.29189
Cl  -1.46582  -0.63986  1.70603
Cl  -3.01187  -3.75355  1.37176
O  2.87497  -3.24148  -0.15974
O  0.56201  1.45947  1.14119
O  1.40437  -0.40038  2.74452
O  1.26481  -1.11004  0.60741
O  1.32449  0.75245  -1.29486
C  4.51595  -3.79300  1.40109
C  -0.49045  3.71976  -1.06489
C  -2.89604  0.84060  -0.67164
C  1.72147  -1.07221  1.78208
C  -3.99554  0.07192  -0.04597
C  -1.31789  2.49898  -1.14970
C  4.68387  -2.74658  3.56760
C  3.57994  -1.95630  3.26150
C  -2.81917  -0.48061  -2.90424
C  -0.70438  1.74450  -3.57606
C  -2.25090  2.02525  -0.14104
C  5.15234  -3.66818  2.62793
C  -2.53876  2.66953  1.15631
C  2.91080  -2.04831  2.03068
C  -1.39814  1.60117  -2.27691
C  3.38449  -2.99186  1.07717
C  -2.36928  0.59180  -1.97922
H  1.59131  -0.08684  -1.71083
H  -0.37564  0.77756  -3.96714
H  5.18410  -2.64639  4.52932
H  -2.03841  -0.72501  -3.62760
H  -1.05415  4.54366  -1.51253
H  -0.26311  3.97718  -0.02892
H  -3.07692  -1.38931  -2.35506
H  -3.85468  -1.00643  -0.17244
H  4.88796  -4.51871  0.67614
H  -1.68800  3.25690  1.50539
H  6.01786  -4.28666  2.86278
H  -1.40410  2.18668  -4.29238
H  0.45042  3.60374  -1.60957
H  -4.93241  0.36448  -0.52056
H  1.39394  1.73166  0.69522
H  -4.05473  0.27391  1.02249
H  -3.70464  -0.14001  -3.45008
H  0.16720  2.39148  -3.48568
H  3.24326  -1.23894  4.01571
H  -3.39746  3.33368  1.02517
H  2.06552  -2.76555  -0.44382
H  -2.77686  1.93105  1.92530

Cartesian forces, eV/Å:
5.6 -4.1 3.5
-1.3 -0.5 1.3
-0.3 -0.3 -0.2
-0.1 -0.2 -0.6
0.2 1.9 -0.8
-0.1 0.1 0.2
-0.5 -0.5 -1.3
0.8 -0.1 -2.0
-0.4 0.3 0.0
0.2 0.3 0.0
-0.3 2.0 -0.9
1.2 -1.0 1.1
-0.1 -0.3 0.1
-2.2 -0.7 -0.7
0.0 -0.1 -0.2
0.3 -0.2 0.0
0.1 -0.3 0.1
0.2 0.1 -0.2
-1.0 0.1 -2.6
-0.2 0.2 0.0
-0.1 0.1 0.4
0.2 -0.2 -0.5
-1.5 1.0 0.8
0.3 0.1 0.7
-0.4 1.7 0.5
0.3 0.5 0.3
0.1 0.1 -0.1
-0.1 0.0 -0.1
-0.1 -0.1 -0.1
0.1 0.2 0.0
0.1 -0.1 -0.1
-0.1 0.0 -0.1
-0.1 0.0 0.2
-0.2 0.2 0.1
0.0 -0.1 0.0
-0.1 0.0 -0.1
0.1 0.0 -0.2
0.0 0.0 0.1
-0.3 0.0 0.0
-0.6 -0.3 0.5
0.0 -0.1 -0.1
0.0 -0.2 -0.1
0.0 -0.1 -0.1
-0.2 -0.2 -0.6
-0.1 0.1 0.2
0.6 0.4 1.4
0.1 0.1 -0.1

Calculated values
E_HOMO	-1.23	eV
Kohn-Sham gap	5.47	eV
total charge	-2
relative energy (zero: lowest compared OMol25 entry of this formula, charge and spin)	184.9	kJ/mol